Model 1:
This record from OMol25 describes one molecule with the formula C4H8O3. The level of theory is the ωB97M-V functional and the def2-TZVPD basis.

Geometry as ORCA input:
```
! RIJCOSX wB97M-V def2-TZVPD def2/J DEFGRID3
* xyz 0 1
C 1.42 0.35 -0.52
C 0.70 -0.83 0.22
C -0.77 -0.54 0.60
C -1.74 -0.14 -0.47
H 0.94 1.33 1.11
H 1.03 0.29 -1.53
H 2.60 0.31 -0.36
H 0.53 -1.71 -0.46
H 1.19 -1.06 1.16
H -1.29 -1.48 0.95
H -0.98 0.21 1.44
H -0.59 1.37 -0.33
O 0.99 1.56 0.08
O -1.27 1.03 -1.03
O -2.76 -0.67 -0.84
*
```

Properties
Highest occupied orbital energy, hartree: -0.3768
Structure (SMILES): O=C(O)CCCO

---

Model 2:
This record from OMol25 describes a 2-piece molecular cluster, C4H8O3 overall. The level of theory is the ωB97M-V functional and the def2-TZVPD basis.

Geometry as ORCA input:
```
! RIJCOSX wB97M-V def2-TZVPD def2/J DEFGRID3
* xyz 0 1
C -1.23 1.70 1.80
O -0.64 2.20 0.88
C -0.73 -0.24 -0.18
O -1.69 -0.14 -0.91
C 0.70 -0.11 -0.64
C 1.29 -1.51 -0.54
O 0.76 0.39 -1.95
H -2.21 1.21 1.68
H -0.80 1.69 2.82
H -0.84 -0.53 0.89
H 1.23 0.58 0.03
H 1.31 -1.86 0.50
H 2.31 -1.51 -0.93
H 0.69 -2.21 -1.14
H -0.14 0.34 -2.30
*
```

Properties
Highest occupied orbital energy, hartree: -0.3755
Structure (SMILES): C[C@@H](O)C=O.C=O

---

Most favorable first, least favorable last: model 1, model 2

---

Model 1:
This record from OMol25 describes a 3-piece molecular cluster, C2H2NO3 overall. The level of theory is the ωB97M-V functional and the def2-TZVPD basis.

Geometry as ORCA input:
```
! RIJCOSX wB97M-V def2-TZVPD def2/J DEFGRID3
* xyz -1 1
C 1.51 1.34 0.06
C -2.62 0.83 -0.06
N 2.21 2.18 -0.25
O -0.39 -0.53 0.40
O -2.60 0.33 -1.07
O -2.84 1.31 0.95
H 0.61 0.54 0.48
H -0.11 -1.08 -0.24
*
```

Properties
Highest occupied orbital energy, hartree: -0.1621

---

Model 2:
This record from OMol25 describes an isolated ion of composition C2H2NO3 and charge -1. The level of theory is the ωB97M-V functional and the def2-TZVPD basis.

Geometry as ORCA input:
```
! RIJCOSX wB97M-V def2-TZVPD def2/J DEFGRID3
* xyz -1 1
O 1.40 1.06 -1.49
C 0.86 0.70 -0.45
N 0.22 -0.46 -0.25
C -0.95 -0.49 0.70
O -0.67 -0.07 1.83
O -1.97 -0.94 0.20
H 0.86 1.30 0.48
H 0.24 -1.10 -1.03
*
```

Properties
Highest occupied orbital energy, hartree: -0.1724
Structure (SMILES): O=CNC(=O)[O-]

---

Most favorable first, least favorable last: model 2, model 1

---

Model 1:
This record from OMol25 describes a 3-piece molecular cluster, C3H12O2S2 overall. The level of theory is the ωB97M-V functional and the def2-TZVPD basis.

Geometry as ORCA input:
```
! RIJCOSX wB97M-V def2-TZVPD def2/J DEFGRID3
* xyz 0 1
C -0.29 -1.61 -0.78
C -0.59 -2.38 0.55
S 1.01 -2.15 1.50
S 0.77 -0.25 2.29
C 1.18 1.02 1.10
H 0.89 -1.48 -1.08
H -0.46 -0.54 -0.64
H -0.89 -2.09 -1.49
H -1.43 -2.05 1.13
H -0.63 -3.43 0.37
H 0.90 0.71 0.12
H 0.65 1.95 1.39
H 2.20 1.32 1.10
H 1.53 1.95 -1.87
H 0.11 1.39 -2.24
O 0.58 1.83 -1.53
H -1.55 2.58 -0.48
H -1.86 1.16 0.29
O -2.13 2.10 0.25
*
```

Properties
Highest occupied orbital energy, hartree: -0.3200
Structure (SMILES): CCSSC.O.O

---

Model 2:
This record from OMol25 describes a 3-piece molecular cluster, C3H12O2S2 overall. The level of theory is the ωB97M-V functional and the def2-TZVPD basis.

Geometry as ORCA input:
```
! RIJCOSX wB97M-V def2-TZVPD def2/J DEFGRID3
* xyz 0 1
C -0.89 0.04 1.38
C 0.26 0.81 2.07
C -0.96 0.06 -0.16
S -2.64 -0.26 -0.81
S -2.52 1.31 -2.19
H -0.58 -0.97 1.69
H -1.90 0.06 1.79
H 1.18 0.43 1.63
H 0.27 0.69 3.16
H 0.14 1.90 2.00
H -0.58 1.07 -0.44
H -0.31 -0.55 -0.76
H -3.67 1.94 -1.94
H -0.61 -2.26 -2.69
H -1.25 -3.09 -3.75
O -0.68 -3.17 -2.97
H 5.23 0.38 0.02
H 4.83 0.65 1.44
O 4.69 0.98 0.54
*
```

Properties
Highest occupied orbital energy, hartree: -0.3192
Structure (SMILES): CCCSS.O.O

---

Most favorable first, least favorable last: model 2, model 1